1.
Entry from OMol25: the molecule C4H8N2O5Si (ωB97M-V/def2-TZVPD).

Calculated values
**E_LUMO**: -0.02218 Eh

```
20
Properties=species:S:1:pos:R:3:lowdin_charge:R:1
O 3.389 0.776 1.004 0.0187
N 2.529 1.213 0.197 -0.3987
O 2.635 2.244 -0.427 0.0656
Si 1.093 0.107 0.019 0.6913
N 1.684 -1.672 0.084 -0.3881
O 0.805 -2.461 -0.211 0.0269
O 2.864 -1.971 0.263 0.0469
C -0.257 0.400 1.456 -0.1515
C -1.510 -0.309 0.823 -0.2393
C -1.866 0.381 -0.585 -0.1737
C -0.852 0.060 -1.648 -0.2420
O 0.467 0.433 -1.386 -0.0983
H -0.398 1.509 1.264 0.0906
H -0.057 0.091 2.487 0.0792
H -2.370 -0.491 1.484 0.1022
H -1.214 -1.410 0.551 0.1105
H -2.889 -0.011 -0.806 0.1326
H -1.962 1.420 -0.375 0.0958
H -0.931 -0.969 -1.700 0.0961
H -1.160 0.660 -2.494 0.1350
```

***

2.
Entry from OMol25: a 2-piece molecular cluster, C4H9ClO2S overall (ωB97M-V/def2-TZVPD).

Calculated values
**E_LUMO**: 0.00984 Eh

```
17
Properties=species:S:1:pos:R:3:lowdin_charge:R:1
C 1.170 -0.770 -0.980 0.0362
C 0.703 -0.226 0.100 -0.4222
C 0.247 -0.935 1.256 -0.1109
C 0.514 1.303 0.080 -0.1983
O 1.366 2.044 -0.798 -0.0525
H 1.626 -0.251 -1.787 0.0726
H 1.390 -1.837 -0.825 0.0932
H -0.537 -0.431 1.831 0.0696
H 1.038 -0.946 1.990 0.0838
H -0.090 -2.049 1.154 0.1307
H -0.465 1.641 -0.311 0.1234
H 0.701 1.735 1.099 0.1363
H 2.218 1.920 -0.461 0.0533
O -2.083 -0.821 -1.295 -0.5738
S -2.988 -0.805 0.054 0.4354
Cl -3.757 1.120 0.085 0.0682
H -1.052 -0.694 -1.191 0.0550
```

***

3.
Entry from OMol25: the molecule C5H8O (ωB97M-V/def2-TZVPD).

Calculated values
**E_LUMO**: 0.03880 Eh

```
14
Properties=species:S:1:pos:R:3:lowdin_charge:R:1
C -1.259 -0.715 -0.603 -0.0639
C -0.393 0.527 -0.595 -0.2860
C -0.043 1.300 0.638 -0.0861
C 0.998 0.427 0.003 -0.2212
C 1.313 -0.887 0.624 -0.2580
O 1.934 -1.760 0.062 0.0552
H -1.576 -1.005 0.405 0.0836
H -2.158 -0.570 -1.209 0.0753
H -0.699 -1.557 -1.030 0.0814
H -0.434 1.111 -1.511 0.1335
H -0.454 0.950 1.582 0.1072
H 0.066 2.378 0.570 0.1037
H 1.807 0.861 -0.576 0.1444
H 0.898 -1.060 1.639 0.1310
```

***

4.
Entry from OMol25: C21H33N3O4S as an isolated structure (ωB97M-V/def2-TZVPD).

Calculated values
**E_LUMO**: 0.01663 Eh

```
62
Properties=species:S:1:pos:R:3:lowdin_charge:R:1
C -7.011 -0.877 -1.160 -0.1754
N -6.604 -0.768 0.158 -0.3227
S -4.970 -0.621 0.470 0.6914
O -4.934 -0.690 1.889 -0.2301
O -4.499 -1.970 -0.371 -0.3596
N -4.701 0.678 -0.122 -0.2728
C -3.903 0.539 -1.191 -0.2422
C -2.340 0.806 -1.152 -0.0193
H -1.784 0.199 -1.809 0.0998
H -1.940 1.773 -1.129 0.0986
C -2.153 0.530 0.437 -0.3244
C -2.879 1.422 1.261 -0.1879
C -4.124 1.543 0.680 -0.3344
H -4.862 1.880 1.629 0.1985
H -4.104 2.673 0.153 0.2113
H -2.966 0.827 2.466 0.2279
H -2.097 2.038 1.523 0.1171
O -0.756 0.248 0.826 -0.0496
C 0.143 -0.661 0.307 -0.2831
C 1.363 -0.625 0.813 0.0753
C 2.226 -1.691 0.272 -0.1725
C 1.684 -2.729 -0.129 -0.1727
C 0.455 -2.807 -0.543 -0.1099
C -0.488 -1.853 -0.114 0.0242
H -1.468 -1.849 -0.788 0.1549
H 0.173 -3.781 -1.109 0.1435
H 2.496 -3.808 -0.533 0.2250
C 3.754 -1.445 0.737 -0.3785
O 4.019 -2.093 1.946 -0.0991
N 4.596 -1.063 -0.040 0.0148
C 4.170 -0.445 -1.468 -0.1353
C 4.620 0.828 -1.876 -0.2011
C 4.164 1.985 -0.794 -0.1397
H 3.019 1.837 -0.885 0.1434
C 4.516 1.755 0.659 -0.1640
H 4.000 1.251 1.182 -0.0220
H 4.320 2.774 0.966 0.1173
C 6.036 1.542 1.148 -0.1131
C 6.295 0.116 1.301 -0.2031
H 5.630 -0.034 2.281 0.1662
C 6.052 -1.065 0.393 -0.0547
H 6.410 -0.763 -0.441 0.0441
H 6.137 -2.008 0.684 0.0954
H 7.325 -0.174 1.550 0.1235
H 6.512 1.844 -0.078 0.1772
H 6.562 2.088 1.682 0.0105
H 4.578 2.794 -1.156 0.0405
H 5.873 0.724 -1.725 0.1574
H 4.343 1.174 -2.868 0.1127
H 2.939 -0.511 -1.416 0.1726
H 4.574 -1.198 -2.228 0.1422
H 1.754 0.254 1.165 0.1007
H -2.357 -0.596 0.467 0.1309
H -3.959 -0.388 -1.704 0.1059
H -4.002 1.383 -1.943 0.1551
C -7.477 0.344 1.072 0.0602
H -7.420 1.178 0.342 0.0772
H -8.654 -0.022 0.902 0.1505
H -7.134 0.362 1.910 -0.0626
H -7.950 -1.211 -1.068 0.0376
H -6.337 -1.706 -1.743 0.1491
H -6.864 0.062 -1.685 0.0776
```

***

5.
Entry from OMol25: the molecule C6H12N2O (ωB97M-V/def2-TZVPD).

Calculated values
**E_LUMO**: 0.00881 Eh

```
21
Properties=species:S:1:pos:R:3:lowdin_charge:R:1
C 1.084 -0.855 1.111 -0.1482
C 2.183 0.177 0.903 -0.1395
C -0.533 -0.067 1.401 -0.3514
N -1.369 -0.165 2.209 0.0541
H 1.130 -1.206 2.145 0.0790
H 1.258 -1.759 0.523 0.0888
H 1.948 1.124 1.391 0.0722
H 3.119 -0.168 1.350 0.0696
H 2.411 0.314 -0.156 0.0606
C -1.109 2.022 -0.348 -0.0465
C -0.823 -1.613 -1.418 -0.0013
N -1.138 0.554 -0.208 -0.0758
C -0.260 -0.231 -1.193 -0.4393
O 0.371 0.392 -2.011 0.1102
H -2.082 0.190 -0.072 0.1329
H -0.154 2.383 0.025 0.0862
H -1.197 2.279 -1.401 0.0832
H -1.927 2.449 0.229 0.0926
H -1.060 -2.083 -0.467 0.0814
H -1.742 -1.549 -2.007 0.0991
H -0.111 -2.187 -2.007 0.0921
```

***

6.
Entry from OMol25: the molecule C2H4NPS (ωB97M-V/def2-TZVPD).

Calculated values
**E_LUMO**: -0.03276 Eh

```
9
Properties=species:S:1:pos:R:3:lowdin_charge:R:1
C 0.902 1.024 0.051 -0.2296
P 0.169 -0.403 -0.412 0.8583
N -1.112 -1.208 0.050 -0.3201
C -2.361 -0.830 0.272 -0.8799
S -3.083 0.583 -0.137 0.5414
H 0.314 1.859 0.393 0.0011
H 1.898 1.210 -0.301 -0.0076
H 1.052 -1.382 -0.812 -0.0053
H -2.969 -1.622 0.707 0.0418
```

***

Calculated frontier orbital gap, 10.10 9.11 10.88 8.78 8.21 7.50 eV (same order as the records).
Calculated relative energy (zero: lowest compared OMol25 entry of this formula, charge and spin), 2.7 28.4 29.5 572.1 90.8 49.0 kcal/mol (same order as the records).
Calculated largest force on an atom, 3.752 3.854 0.541 18.442 5.154 1.753 eV Å⁻¹ (same order as the records).